<P>
10
Properties=species:S:1:pos:R:3 method="wB97M-V/def2-TZVPD" e_homo_ev="-11.12 / -10.95" lumo_ev="-1.8 / -3.4" molar_mass_g_mol=105.1 orbital_gap_ev="9.29 / 7.58" spin_multiplicity=1
C 0.264 1.351 -0.091
N 1.316 -1.627 -0.016
N -0.255 0.139 -0.225
N -1.553 -0.282 -0.036
O 1.411 1.685 -0.057
O -2.363 0.599 0.107
O -1.736 -1.454 -0.031
H -0.561 2.108 -0.010
H 1.498 -1.397 0.959
H 1.980 -1.121 -0.600


<Q>
10
Properties=species:S:1:pos:R:3 method="wB97M-V/def2-TZVPD" smiles="O=CNN[N+](=O)[O-]" e_homo_ev=-10.53 lumo_ev=0.4 molar_mass_g_mol=105.1 orbital_gap_ev=10.90 spin_multiplicity=1
O 1.517 1.320 -0.474
C 1.610 0.145 -0.140
N 0.630 -0.629 0.421
N -0.527 0.278 0.588
N -1.748 -0.079 -0.019
O -2.011 -1.175 -0.385
O -2.408 0.903 -0.183
H 2.677 -0.341 -0.212
H 0.422 -1.609 0.141
H -0.163 1.186 0.262


Short version: <P> is the least stable of them.